{"formula": "C29H26Cl2N6O4PdS4", "method": "ωB97M-V/def2-TZVPD", "symbols": ["Pd", "Cl", "C", "C", "C", "C", "C", "Cl", "C", "S", "H", "H", "H", "C", "C", "C", "N", "C", "S", "N", "C", "O", "C", "C", "C", "C", "C", "C", "H", "H", "H", "H", "H", "H", "H", "H", "H", "H", "H", "H", "H", "H", "S", "C", "C", "N", "C", "H", "H", "H", "O", "S", "O", "O", "C", "N", "C", "C", "C", "N", "C", "C", "C", "N", "C", "C", "H", "H", "H", "H", "H", "H"], "xyz": [[-1.3967, -0.6052, -1.4379], [-3.2346, 2.5126, -0.7682], [-2.8956, 4.2159, -0.9099], [-3.9257, 5.0650, -1.3022], [-3.7082, 6.4225, -1.5054], [-2.4269, 6.9010, -1.3259], [-1.4275, 6.0476, -0.8988], [0.1455, 6.7649, -0.6198], [-1.5915, 4.6717, -0.6318], [-0.3446, 3.5706, -0.0849], [-4.8867, 4.6028, -1.4430], [-4.5319, 7.0137, -1.8580], [-2.1311, 7.9229, -1.5005], [1.1510, -3.4082, 0.6727], [-0.0578, -4.1568, 1.2570], [-1.2576, -3.2402, 1.4928], [-1.8349, -2.8096, 0.2390], [-2.4408, -1.6232, -0.0392], [-3.4580, -1.4867, -1.4453], [-2.6176, -0.7818, 1.1046], [-3.6006, -1.1385, 2.0026], [-4.1310, -2.2213, 1.9777], [-3.9279, -0.1208, 3.0790], [-4.8824, -0.4931, 3.9994], [-5.2019, 0.3470, 5.0673], [-4.5690, 1.5641, 5.1925], [-3.6036, 1.9384, 4.2372], [-3.2686, 1.0964, 3.1964], [1.9117, -4.0997, 0.3072], [1.6133, -2.7953, 1.4496], [0.8491, -2.8084, -0.1638], [0.2423, -4.6639, 2.1819], [-0.3609, -4.9756, 0.5658], [-0.9743, -2.3459, 2.0798], [-1.9560, -3.7792, 2.1387], [-1.9992, -3.4946, -0.4944], [-2.5054, 0.2024, 0.8816], [-5.3615, -1.4356, 3.9094], [-5.9627, 0.0806, 5.7473], [-4.7677, 2.2100, 6.0463], [-3.1039, 2.8953, 4.2678], [-2.5054, 1.4030, 2.4726], [0.6999, -4.4655, -2.6805], [-0.8622, -4.1329, -3.3317], [-0.7843, -3.1261, -4.2339], [0.4579, -2.5924, -4.4186], [1.3253, -3.1889, -3.6446], [-1.6947, -4.6872, -2.9742], [-1.6854, -2.7451, -4.7081], [2.3684, -2.9625, -3.5871], [8.5345, -1.4511, -2.5641], [7.9028, -0.1690, -2.8129], [6.9928, -0.1377, -3.9382], [8.7952, 0.9612, -2.7123], [6.9022, 0.0512, -1.3463], [7.5404, 0.2678, -0.1908], [6.7892, 0.4486, 0.8719], [5.4080, 0.4811, 0.8036], [4.8275, 0.1919, -0.4362], [5.5999, -0.0122, -1.5005], [3.3574, 0.1478, -0.6571], [2.4309, 0.2016, 0.3813], [1.0998, 0.1298, 0.0764], [0.6364, -0.0112, -1.1836], [1.5229, -0.0380, -2.1713], [2.8985, 0.0505, -1.9688], [7.2999, 0.5954, 1.8291], [4.8059, 0.7357, 1.6636], [2.7563, 0.2958, 1.4076], [0.3573, 0.2469, 0.8773], [1.0964, -0.1481, -3.1705], [3.5575, 0.0979, -2.8165]], "lowdin_charge": [0.436, 0.593, -0.698, -0.150, -0.132, -0.164, -0.692, 0.579, -0.825, 0.345, 0.082, 0.080, 0.082, -0.129, -0.242, -0.221, -0.024, -0.966, 0.490, 0.070, -0.434, 0.076, -0.125, -0.024, -0.088, -0.089, -0.069, -0.023, 0.060, 0.072, 0.024, 0.100, 0.101, 0.127, 0.104, 0.102, 0.073, 0.103, 0.082, 0.097, 0.104, 0.111, 0.976, -0.419, -0.276, -0.012, -0.482, 0.048, 0.106, 0.068, -0.371, 0.370, -0.368, -0.367, -0.365, 0.119, -0.138, -0.004, -0.208, 0.160, -0.131, -0.014, -0.160, -0.059, -0.126, 0.021, 0.106, 0.093, 0.106, 0.107, 0.104, 0.116], "spin_multiplicity": 1, "fmax_ev_per_a": 1.154, "lumo_energy_ev": 3.53, "mol_weight_g_mol": 828.16, "total_charge": -2, "gap_ev": 5.7, "homo_ev": -2.21, "energy_ev": -119494.6166}